No. 1
DFT (ωB97M-V/def2-TZVPD) results for a 8-piece molecular cluster, C42H97N3O8 overall at a distorted geometry.

SMILES: CC1(C)CCCC(C)(C)N1O.CC1(C)CCCC(C)(C)N1O.CC1(C)CCCC(C)(C)N1O.CC(C)O.CC(C)O.CC(C)O.CC(C)O.CC(C)O
M, g mol⁻¹: 772.251
Largest force on an atom, Eh/bohr: 0.0691
HOMO-LUMO gap, eV: 8.78
ΔE to the lowest compared entry with this formula, charge and spin, kJ/mol: 383.0
LUMO level, eV: 0.30

Last column: Mulliken charge in e.
Positions of all 150 atoms, in Å:
C  -11.67967  -17.99423  -15.28187  -1.507
C  -11.91210  -19.31282  -14.45082  1.508
C  -13.03268  -20.16921  -15.10047  -1.830
C  -10.71128  -20.26749  -14.67924  -0.135
C  -9.45566  -19.87767  -13.95140  -1.055
C  -9.76002  -19.72389  -12.44380  -1.047
C  -10.94927  -18.74496  -12.11012  1.360
C  -11.36662  -19.00435  -10.66733  -1.942
C  -10.38935  -17.28998  -12.13004  -1.699
N  -12.12153  -19.00565  -12.99685  0.542
O  -13.21536  -18.19441  -12.69927  -0.509
H  -10.73022  -17.48924  -15.10406  0.286
H  -11.69855  -18.34423  -16.31398  0.299
H  -12.57257  -17.37004  -15.24691  0.375
H  -14.00924  -19.73451  -15.31369  0.129
H  -12.79076  -20.75899  -15.98462  0.336
H  -13.30665  -20.91212  -14.35138  0.570
H  -10.96781  -21.29674  -14.42836  -0.363
H  -10.46656  -20.25316  -15.74132  0.373
H  -8.66786  -20.60477  -14.14834  0.465
H  -9.10441  -18.92400  -14.34539  0.334
H  -8.76547  -19.38830  -12.14996  0.413
H  -9.96658  -20.64954  -11.90658  0.400
H  -11.93691  -19.91740  -10.49641  0.373
H  -12.18565  -18.37901  -10.31201  0.446
H  -10.55345  -18.84048  -9.96023  0.394
H  -11.06109  -16.56256  -11.67425  0.370
H  -10.03673  -16.92717  -13.09551  0.272
H  -9.55315  -17.29255  -11.43085  0.481
H  -13.75362  -18.83704  -12.23140  0.361
C  -17.31401  -15.50517  -26.12225  -2.012
C  -17.08270  -15.75793  -24.60092  2.046
C  -15.56818  -15.47237  -24.15553  -1.613
C  -18.00188  -14.86925  -23.74588  -1.479
C  -18.20499  -15.22541  -22.19720  -0.499
C  -18.58329  -16.61251  -22.10458  -1.306
C  -17.64641  -17.63058  -22.89245  1.734
C  -16.36748  -17.86092  -22.03875  -1.383
C  -18.45447  -18.95198  -22.71972  -1.940
N  -17.51081  -17.11296  -24.31580  0.083
O  -16.75036  -18.04055  -25.00250  -0.331
H  -18.31975  -15.74026  -26.47055  0.465
H  -17.20761  -14.47431  -26.46005  0.393
H  -16.69621  -16.09353  -26.80068  0.353
H  -15.35545  -15.67036  -23.10498  0.433
H  -14.84235  -16.08298  -24.69259  0.097
H  -15.34224  -14.42323  -24.34623  0.459
H  -17.62429  -13.85148  -23.64757  0.442
H  -18.97397  -14.69168  -24.20590  0.442
H  -17.23030  -15.08808  -21.72898  0.251
H  -19.01362  -14.74671  -21.64487  0.423
H  -19.59106  -16.71936  -22.50593  0.488
H  -18.68023  -16.92602  -21.06515  0.260
H  -15.52724  -18.32312  -22.55688  0.232
H  -16.36550  -18.64619  -21.28281  0.217
H  -16.01128  -16.94586  -21.56558  0.241
H  -17.91972  -19.80727  -23.13278  0.194
H  -19.23808  -18.88393  -23.47432  0.568
H  -18.63240  -19.21960  -21.67817  0.343
H  -17.31175  -18.42803  -25.67800  0.327
C  -12.63683  -23.97062  -15.70594  -1.914
C  -13.00256  -25.40820  -15.39586  2.285
C  -14.15591  -25.80535  -16.33674  -2.151
C  -11.73994  -26.35742  -15.71427  -1.498
C  -10.53942  -26.18438  -14.79668  -0.370
C  -11.02216  -26.38494  -13.40774  -1.471
C  -12.31155  -25.61761  -12.87645  2.131
C  -12.72134  -26.40529  -11.69009  -2.128
C  -12.05458  -24.07422  -12.45781  -1.659
N  -13.32204  -25.69610  -13.91067  0.068
O  -14.49528  -25.05210  -13.50336  -0.471
H  -13.30287  -23.20337  -15.31120  0.498
H  -11.65420  -23.62828  -15.38138  0.022
H  -12.62598  -23.69053  -16.75927  0.466
H  -14.95341  -25.06933  -16.23489  0.417
H  -13.88996  -25.76347  -17.39297  0.383
H  -14.60141  -26.77494  -16.11422  0.443
H  -12.07165  -27.38696  -15.57972  0.428
H  -11.36135  -26.16878  -16.71885  0.354
H  -9.82681  -26.94061  -15.12591  0.388
H  -10.15109  -25.16623  -14.82279  0.232
H  -10.09419  -26.42225  -12.83715  0.390
H  -11.27290  -27.44479  -13.36365  0.484
H  -13.07718  -27.39897  -11.96227  0.479
H  -13.59525  -25.96768  -11.20752  0.415
H  -12.03826  -26.49993  -10.84596  0.337
H  -12.97660  -23.62945  -12.08343  0.405
H  -11.64056  -23.52069  -13.30060  0.144
H  -11.22582  -23.95866  -11.75932  0.452
H  -14.30023  -24.12403  -13.65246  0.366
C  -9.76125  -23.55414  -22.06764  -1.413
C  -11.00941  -24.40082  -21.89683  0.452
C  -12.14212  -23.87355  -22.76324  -0.858
O  -10.53245  -25.76322  -22.28572  -0.587
H  -9.46750  -23.69794  -23.10741  0.380
H  -8.96902  -23.75180  -21.34556  0.355
H  -10.03635  -22.50039  -22.02256  0.306
H  -11.16190  -24.35697  -20.81844  0.222
H  -13.05944  -24.33758  -22.40088  0.401
H  -12.11752  -24.14388  -23.81890  0.345
H  -12.24536  -22.79732  -22.62476  0.036
H  -11.06051  -26.44104  -21.85756  0.308
C  -17.13924  -18.54804  -17.95874  -0.892
C  -16.95984  -19.98967  -17.34862  0.207
C  -17.43570  -21.12356  -18.33053  -1.437
O  -15.59937  -20.23760  -17.11827  -0.252
H  -16.56545  -17.91639  -17.28059  0.486
H  -18.16934  -18.22302  -17.81265  0.456
H  -16.76732  -18.53954  -18.98328  -0.106
H  -17.37143  -20.06356  -16.34203  0.571
H  -17.29297  -21.98610  -17.67957  0.402
H  -16.90846  -21.34623  -19.25818  0.305
H  -18.51150  -21.14679  -18.50433  0.400
H  -15.42597  -19.65891  -16.37217  -0.104
C  -15.29176  -23.51066  -25.02121  -1.117
C  -15.56503  -22.10533  -24.38927  0.573
C  -15.30099  -22.04552  -22.83675  0.141
O  -14.86888  -21.17685  -25.09934  -0.566
H  -15.99186  -24.29927  -24.74541  0.345
H  -14.29915  -23.79693  -24.67355  0.004
H  -15.28909  -23.45889  -26.10998  0.401
H  -16.62511  -21.89353  -24.52886  0.217
H  -15.37264  -21.01194  -22.49810  -0.298
H  -14.27895  -22.26346  -22.52685  -0.456
H  -15.93492  -22.60437  -22.14833  0.517
H  -15.42955  -20.39871  -25.14097  0.250
C  -12.48075  -21.29365  -19.14519  -0.876
C  -13.11308  -19.99290  -19.49392  1.121
C  -12.60316  -19.39996  -20.83961  -1.122
O  -14.48615  -20.20672  -19.62269  0.121
H  -12.37289  -21.77090  -20.11921  0.087
H  -13.03593  -21.86003  -18.39747  0.158
H  -11.44205  -21.15939  -18.84325  0.399
H  -12.92706  -19.25183  -18.71654  -0.209
H  -12.97481  -18.43668  -21.18901  -0.044
H  -12.77011  -20.06119  -21.68990  0.029
H  -11.53684  -19.17568  -20.86724  0.444
H  -14.90250  -20.52183  -18.81712  -0.072
C  -11.37163  -17.86699  -24.30914  -1.321
C  -12.06312  -16.54825  -24.30084  1.147
C  -12.14273  -15.84073  -22.97046  -0.994
O  -11.40462  -15.78658  -25.31306  -0.623
H  -11.16055  -18.21438  -25.32050  0.358
H  -12.08774  -18.54784  -23.84899  0.127
H  -10.49681  -17.76929  -23.66630  0.416
H  -13.01350  -16.76361  -24.78920  -0.171
H  -12.69911  -14.91111  -23.09024  0.311
H  -11.20768  -15.52000  -22.51121  0.429
H  -12.65955  -16.51662  -22.28915  0.083
H  -10.47250  -15.75266  -25.08588  0.355

***

No. 2
DFT (ωB97M-V/def2-TZVPD) results for C21H21MoN9S4 as an isolated structure.

Charge: +2
M, g mol⁻¹: 623.670
Largest force on an atom, Eh/bohr: 0.0043
HOMO-LUMO gap (spin up / spin down), eV: 6.59 / 5.79
⟨S²⟩: 2.026
ΔE to the lowest compared entry with this formula, charge and spin, kJ/mol: 0.0
2S+1: 3
LUMO level (spin up / spin down), eV: -6.49 / -7.30

Last column: natural (NBO) charge in e.
Positions of all 56 atoms, in Å:
Mo  0.13038  -0.33750  0.10741  0.891
N  2.28428  0.87177  3.77049  -0.504
C  1.93967  0.72247  2.50850  0.386
N  0.71318  0.47884  2.10320  -0.562
C  -0.29321  0.34911  3.06161  0.453
N  -1.51263  0.13711  2.69317  -0.322
N  -1.59071  0.12137  1.32262  -0.253
C  -2.72170  0.41462  0.80009  0.128
C  -2.70250  0.65658  -0.63093  0.143
C  -3.81965  1.01137  -1.35964  -0.185
C  -3.65873  1.34075  -2.69900  -0.108
C  -2.39082  1.30762  -3.25022  -0.224
C  -1.31984  0.92392  -2.46005  0.086
N  -1.46577  0.60132  -1.17301  -0.448
C  0.03811  0.47585  4.46762  -0.160
C  -0.91635  0.33827  5.48104  -0.123
C  -0.53558  0.46760  6.79720  -0.188
C  0.79631  0.73634  7.12451  -0.129
C  1.75206  0.87779  6.13988  -0.248
C  1.35874  0.74344  4.81516  0.228
H  3.25578  1.04085  3.98973  0.442
H  2.72661  0.78454  1.77070  0.233
H  -3.59526  0.58184  1.42109  0.244
H  -4.79082  1.03660  -0.88440  0.254
H  -4.51290  1.62633  -3.29823  0.254
H  -2.22072  1.57102  -4.28460  0.253
H  -0.31938  0.85461  -2.86399  0.236
H  -1.94259  0.13008  5.21367  0.249
H  -1.26898  0.36127  7.58430  0.246
H  1.08470  0.83514  8.16226  0.246
H  2.78475  1.08534  6.39119  0.237
S  2.37296  -4.21886  0.99062  0.165
C  1.64406  -2.80341  0.82523  -0.535
S  0.00106  -2.40520  1.34295  0.015
S  2.30984  -1.34345  0.09385  0.067
C  2.68770  3.33996  -1.65805  -0.738
C  1.89921  2.23947  -1.12767  0.540
N  1.28702  1.36047  -0.72091  -0.442
H  2.15197  4.27656  -1.51286  0.288
H  2.85879  3.17209  -2.72057  0.289
H  3.64501  3.37915  -1.14046  0.288
C  0.63929  -0.91551  -6.06674  -0.595
C  1.44285  -1.71725  -5.04088  -0.457
C  0.67862  -1.92919  -3.77322  0.103
N  0.81023  -1.20572  -2.72101  -0.286
N  -0.04615  -1.58045  -1.70202  -0.383
C  -0.83799  -2.58026  -2.02656  0.279
N  -1.81218  -3.07483  -1.23546  -0.791
S  -0.54265  -3.15941  -3.62095  0.443
H  1.21890  -0.78477  -6.97851  0.243
H  0.39155  0.07426  -5.67916  0.199
H  -0.28942  -1.42164  -6.33326  0.216
H  2.36494  -1.20124  -4.77480  0.246
H  1.72603  -2.68621  -5.45441  0.243
H  -1.61085  -3.04779  -0.23918  0.426
H  -2.27721  -3.91304  -1.54733  0.420

***

No. 3
DFT (ωB97M-V/def2-TZVPD) results for one molecule with the formula C24H35N5O2 at a distorted geometry.

SMILES: O=C(c1nc2ccccn2c1CN1CCC[C@@H](O)C1)N1CCN(C2CCCCC2)CC1
M, g mol⁻¹: 425.577
Largest force on an atom, Eh/bohr: 0.0199
HOMO-LUMO gap, eV: 8.65
ΔE to the lowest compared entry with this formula, charge and spin, kJ/mol: 140.6
LUMO level, eV: 0.54

Last column: natural (NBO) charge in e.
Positions of all 66 atoms, in Å:
O  -1.30710  0.32540  1.71252  -0.691
C  -0.53059  -0.13501  0.87472  0.676
C  0.89888  -0.31298  1.21544  0.013
N  1.64259  -1.37254  0.80253  -0.482
C  2.80923  -1.25975  1.40530  0.311
C  3.94433  -2.08242  1.34213  -0.210
C  5.04403  -1.74487  2.07698  -0.203
C  5.03039  -0.59182  2.89334  -0.267
C  3.92722  0.20117  2.94971  0.035
N  2.84112  -0.12123  2.20804  -0.321
C  1.62497  0.48524  2.08783  0.183
C  1.32276  1.76991  2.78348  -0.281
N  1.35923  1.54975  4.22734  -0.465
C  1.66752  2.72284  5.02259  -0.209
C  0.49838  3.70052  5.16056  -0.427
C  -0.69103  2.97846  5.78540  -0.415
C  -1.06286  1.76723  4.92468  0.088
O  -1.60887  2.25144  3.72188  -0.756
C  0.17458  0.86882  4.72349  -0.254
N  -0.96358  -0.48738  -0.34502  -0.404
C  -0.15914  -1.03340  -1.41785  -0.248
C  -1.02999  -1.96428  -2.26310  -0.230
N  -2.16393  -1.28862  -2.87446  -0.460
C  -2.14611  -1.11877  -4.31778  -0.024
C  -2.32237  -2.47167  -5.01389  -0.404
C  -2.47826  -2.27945  -6.51939  -0.395
C  -1.26514  -1.55326  -7.09272  -0.396
C  -1.07276  -0.20859  -6.39848  -0.394
C  -0.91543  -0.39795  -4.89245  -0.427
C  -2.55831  -0.09614  -2.14585  -0.218
C  -2.37246  -0.30947  -0.65261  -0.230
H  3.90930  -2.95855  0.71655  0.233
H  5.93020  -2.35919  2.04826  0.220
H  5.89783  -0.34151  3.48187  0.226
H  3.84803  1.07490  3.57549  0.230
H  0.36391  2.15859  2.42487  0.234
H  2.10438  2.49735  2.53242  0.203
H  2.53489  3.22524  4.58347  0.190
H  1.95324  2.36300  6.01840  0.188
H  0.79692  4.55041  5.77685  0.206
H  0.20871  4.06989  4.17590  0.212
H  -1.55174  3.64557  5.84353  0.218
H  -0.43978  2.63983  6.79288  0.196
H  -1.82226  1.16392  5.45635  0.158
H  -1.66820  1.52019  3.08383  0.509
H  -0.07231  0.06441  4.02692  0.220
H  0.43309  0.42260  5.69017  0.196
H  0.67909  -1.58301  -0.98923  0.268
H  0.23208  -0.21875  -2.04201  0.183
H  -0.41216  -2.43120  -3.02944  0.208
H  -1.41066  -2.76331  -1.61420  0.194
H  -3.02977  -0.51114  -4.55046  0.192
H  -3.19971  -2.96970  -4.59940  0.217
H  -1.45621  -3.10701  -4.82210  0.191
H  -2.59543  -3.25011  -7.00557  0.208
H  -3.37859  -1.69425  -6.72000  0.193
H  -1.39418  -1.40142  -8.16630  0.207
H  -0.37317  -2.16715  -6.94671  0.192
H  -0.19162  0.29600  -6.80163  0.207
H  -1.93998  0.42659  -6.59459  0.193
H  -0.01549  -0.98484  -4.69650  0.193
H  -0.79523  0.57584  -4.41191  0.206
H  -1.99054  0.79995  -2.45021  0.165
H  -3.61617  0.09547  -2.35305  0.207
H  -2.93856  -1.19131  -0.33219  0.200
H  -2.73725  0.55152  -0.08658  0.240

***

No. 4
DFT (ωB97M-V/def2-TZVPD) results for one molecule with the formula C7H6N2S2 at a distorted geometry.

SMILES: S=c1[nH]cc(-c2ccsc2)[nH]1
M, g mol⁻¹: 182.273
Largest force on an atom, Eh/bohr: 0.0910
HOMO-LUMO gap, eV: 8.05
ΔE to the lowest compared entry with this formula, charge and spin, kJ/mol: 0.0
LUMO level, eV: 0.38

Last column: natural (NBO) charge in e.
Positions of all 17 atoms, in Å:
S  3.55123  -1.61994  -0.93540  -0.167
C  2.30674  -0.63844  -1.12884  0.209
N  1.51142  -0.69664  -2.26071  -0.567
C  0.33538  -0.15155  -1.76551  -0.090
C  0.41198  0.12713  -0.42479  0.110
C  -0.78503  0.37027  0.45421  -0.130
C  -0.72693  0.25506  1.84782  -0.252
C  -1.90970  0.84747  2.44573  -0.378
S  -3.15332  1.27270  1.18725  0.423
C  -1.93823  0.84005  -0.00207  -0.373
N  1.71533  0.03180  -0.07270  -0.558
H  1.46935  -1.55381  -2.76563  0.431
H  -0.70897  -0.23997  -2.23016  0.218
H  0.08571  -0.26416  2.34876  0.222
H  -2.02452  0.74061  3.58156  0.249
H  -1.94871  1.09480  -1.08120  0.240
H  1.80827  -0.41539  0.80169  0.413